# 1
This record from the OMol25 dataset describes a molecular structure, C38H41BaN7O2P at a distorted geometry. The level of theory is the ωB97M-V functional and the def2-TZVPD basis.

Positions of all 90 atoms, in Å:
Ba (2.088, -0.118, 0.559)
N (3.726, 1.062, 2.391)
C (5.046, 0.378, 2.368)
C (4.861, -1.128, 2.525)
N (4.271, -1.768, 1.333)
C (5.176, -2.535, 0.476)
C (5.646, -1.727, -0.716)
N (4.480, -1.367, -1.557)
H (3.862, 2.067, 2.335)
H (3.294, 0.897, 3.298)
H (5.705, 0.739, 3.159)
H (5.521, 0.591, 1.410)
H (4.198, -1.300, 3.376)
H (5.829, -1.571, 2.775)
H (3.515, -2.372, 1.644)
H (4.631, -3.403, 0.096)
H (6.036, -2.920, 1.032)
H (6.392, -2.306, -1.264)
H (6.131, -0.808, -0.382)
H (4.073, -2.219, -1.931)
H (4.800, -0.852, -2.370)
C (-4.684, -1.926, -2.052)
O (-5.348, -1.219, -1.015)
C (-4.997, -1.516, 0.260)
C (-4.034, -2.459, 0.612)
C (-3.729, -2.671, 1.957)
C (-4.397, -1.969, 2.946)
C (-5.400, -1.076, 2.583)
C (-5.682, -0.826, 1.256)
N (-4.248, -2.187, 4.381)
N (-3.137, -2.312, 4.918)
C (-1.912, -2.101, 4.163)
C (-0.983, -3.093, 4.196)
C (0.193, -3.034, 3.414)
C (0.463, -1.955, 2.609)
O (1.498, -1.889, 1.772)
C (-0.423, -0.822, 2.714)
N (-0.056, 0.328, 2.049)
C (-0.850, 1.375, 2.116)
C (-2.045, 1.395, 2.851)
C (-2.403, 0.277, 3.542)
C (-1.608, -0.893, 3.474)
H (-5.093, -1.555, -2.986)
H (-4.869, -3.000, -1.978)
H (-3.607, -1.738, -2.029)
H (-3.527, -3.045, -0.142)
H (-2.976, -3.403, 2.221)
H (-5.946, -0.559, 3.365)
H (-6.449, -0.117, 0.966)
H (-1.196, -3.976, 4.790)
H (0.878, -3.874, 3.396)
H (-0.538, 2.260, 1.575)
H (-2.646, 2.295, 2.879)
H (-3.291, 0.286, 4.157)
N (3.189, 1.495, -2.059)
C (2.484, 2.471, -2.840)
C (3.168, 3.246, -3.772)
C (2.494, 4.183, -4.536)
C (1.122, 4.342, -4.390)
C (0.440, 3.578, -3.455)
C (1.107, 2.648, -2.654)
P (0.287, 1.730, -1.296)
C (-0.171, 0.124, -2.062)
C (-0.889, -0.797, -1.285)
C (-1.170, -2.062, -1.782)
C (-0.741, -2.423, -3.054)
C (-0.029, -1.518, -3.829)
C (0.261, -0.249, -3.335)
C (-1.302, 2.615, -1.115)
C (-1.264, 3.834, -0.434)
C (-2.423, 4.564, -0.222)
C (-3.642, 4.075, -0.677)
C (-3.691, 2.867, -1.356)
C (-2.524, 2.141, -1.580)
H (2.903, 0.551, -2.300)
H (4.186, 1.558, -2.211)
H (4.236, 3.106, -3.902)
H (3.039, 4.778, -5.259)
H (0.588, 5.065, -4.993)
H (-0.627, 3.722, -3.328)
H (-1.236, -0.522, -0.292)
H (-1.718, -2.767, -1.170)
H (-0.964, -3.409, -3.441)
H (0.303, -1.797, -4.821)
H (0.807, 0.457, -3.951)
H (-0.314, 4.222, -0.076)
H (-2.376, 5.511, 0.302)
H (-4.552, 4.637, -0.501)
H (-4.638, 2.484, -1.719)
H (-2.578, 1.204, -2.120)

Output
**Charge**: +1
**Energy above the lowest of the compared OMol25 structures with the same formula, charge and spin**: 0.0 kcal/mol
**Gap between HOMO and LUMO**: 0.269 hartree
**E_HOMO**: -9.54 eV
**Total energy**: -64576.3676 eV
**F_max**: 2.86 eV/Å

***

# 2
This record from the OMol25 dataset describes a molecular structure, C38H41BrN4O5PtS. The level of theory is the ωB97M-V functional and the def2-TZVPD basis.

Positions of all 91 atoms, in Å:
Pt (-0.310, -0.333, 0.114)
C (-1.889, 0.335, -4.653)
C (-0.472, -0.029, -4.204)
C (0.531, 0.316, -5.309)
C (-0.366, -1.488, -3.804)
C (-0.846, -2.452, -4.685)
C (-0.793, -3.802, -4.387)
C (-0.235, -4.202, -3.186)
C (0.277, -3.273, -2.288)
C (0.910, -3.748, -1.000)
C (-0.157, -4.192, 0.000)
C (1.949, -4.847, -1.227)
C (0.199, -1.903, -2.583)
N (0.672, -0.952, -1.636)
C (1.774, -0.250, -1.988)
O (2.497, -0.474, -2.964)
C (2.155, 0.878, -1.034)
C (3.468, 1.187, -0.710)
C (3.685, 2.030, 0.373)
C (2.614, 2.454, 1.158)
C (1.335, 2.093, 0.758)
N (1.148, 1.440, -0.381)
C (0.158, 2.135, 1.729)
O (0.101, 3.058, 2.550)
N (-0.645, 1.044, 1.706)
C (-1.409, 0.824, 2.890)
C (-2.813, 0.853, 2.841)
C (-3.543, 0.605, 3.998)
C (-2.911, 0.345, 5.203)
C (-1.529, 0.313, 5.245)
C (-0.761, 0.541, 4.106)
C (0.748, 0.465, 4.244)
C (1.186, -0.886, 4.812)
C (1.286, 1.612, 5.103)
C (-3.505, 1.187, 1.542)
C (-4.956, 0.723, 1.462)
C (-3.423, 2.693, 1.274)
H (-1.971, 1.416, -4.796)
H (-2.635, 0.031, -3.918)
H (-2.136, -0.140, -5.607)
H (-0.247, 0.569, -3.321)
H (0.297, -0.244, -6.221)
H (1.546, 0.075, -4.996)
H (0.476, 1.383, -5.547)
H (-1.281, -2.132, -5.626)
H (-1.185, -4.535, -5.084)
H (-0.184, -5.258, -2.943)
H (1.438, -2.894, -0.588)
H (-0.722, -5.043, -0.395)
H (-0.851, -3.376, 0.207)
H (0.301, -4.491, 0.947)
H (1.491, -5.777, -1.578)
H (2.467, -5.064, -0.289)
H (2.692, -4.531, -1.960)
H (4.277, 0.719, -1.252)
H (4.698, 2.283, 0.664)
H (2.752, 3.001, 2.081)
H (-4.624, 0.621, 3.956)
H (-3.493, 0.160, 6.100)
H (-1.029, 0.101, 6.184)
H (1.182, 0.548, 3.248)
H (0.839, -1.015, 5.841)
H (2.277, -0.960, 4.815)
H (0.793, -1.703, 4.207)
H (0.911, 1.534, 6.129)
H (0.979, 2.571, 4.687)
H (2.379, 1.576, 5.143)
H (-2.962, 0.669, 0.753)
H (-5.607, 1.302, 2.126)
H (-5.052, -0.334, 1.725)
H (-5.304, 0.850, 0.437)
H (-3.957, 3.241, 2.058)
H (-3.884, 2.932, 0.313)
H (-2.391, 3.043, 1.267)
Br (-4.634, 5.583, -4.039)
C (-3.204, 4.572, -3.267)
C (-1.932, 5.119, -3.267)
C (-0.898, 4.381, -2.706)
C (-1.140, 3.126, -2.164)
C (-2.423, 2.597, -2.181)
C (-3.470, 3.328, -2.733)
C (-2.703, 1.209, -1.608)
O (-3.872, 0.818, -1.604)
O (-1.670, 0.581, -1.234)
H (-1.757, 6.097, -3.694)
H (0.104, 4.793, -2.689)
H (-0.350, 2.537, -1.716)
H (-4.461, 2.896, -2.732)
O (3.267, -1.669, 0.544)
S (2.225, -1.752, 1.583)
N (0.828, -1.306, 1.383)

Output
**Charge**: -2
**Energy above the lowest of the compared OMol25 structures with the same formula, charge and spin**: 31.9 kcal/mol
**Gap between HOMO and LUMO**: 0.212 hartree
**E_HOMO**: -1.94 eV
**Total energy**: -140398.2336 eV
**F_max**: 0.18 eV/Å

***

# 3
This record from the OMol25 dataset describes a molecular structure, C38H41ClCsN4O4Sb. The level of theory is the ωB97M-V functional and the def2-TZVPD basis.

Positions of all 90 atoms, in Å:
Cs (0.324, 0.488, -0.376)
O (2.531, 2.950, 4.301)
C (2.076, 2.125, 5.152)
C (2.168, 2.403, 6.557)
C (1.607, 1.590, 7.508)
C (0.920, 0.424, 7.143)
C (0.841, 0.100, 5.801)
C (1.413, 0.886, 4.793)
C (1.404, 0.587, 3.356)
N (0.934, -0.344, 2.615)
C (0.147, -1.454, 3.119)
C (-1.320, -1.075, 3.358)
N (-2.003, -0.582, 2.161)
C (-2.222, -1.342, 1.167)
C (-1.950, -2.779, 0.942)
C (-2.370, -3.775, 1.814)
C (-2.177, -5.121, 1.529)
C (-1.549, -5.459, 0.329)
C (-1.130, -4.490, -0.561)
C (-1.306, -3.101, -0.297)
O (-0.909, -2.190, -1.107)
H (2.683, 3.316, 6.833)
H (1.687, 1.861, 8.558)
H (0.455, -0.208, 7.890)
H (0.297, -0.795, 5.540)
H (1.955, 1.351, 2.808)
H (0.562, -1.887, 4.036)
H (0.175, -2.241, 2.363)
H (-1.364, -0.270, 4.094)
H (-1.829, -1.942, 3.790)
H (-2.661, -0.846, 0.295)
H (-2.882, -3.494, 2.728)
H (-2.515, -5.887, 2.215)
H (-1.387, -6.505, 0.087)
H (-0.642, -4.764, -1.490)
Cl (3.262, 2.238, -8.032)
C (2.398, 2.132, -6.504)
C (0.996, 2.246, -6.493)
C (0.311, 2.166, -5.317)
C (0.959, 1.954, -4.037)
O (0.287, 1.869, -2.985)
C (2.400, 1.843, -4.102)
C (3.241, 1.632, -2.940)
O (2.921, 1.480, -1.775)
C (3.073, 1.939, -5.333)
H (0.467, 2.395, -7.427)
H (-0.770, 2.248, -5.302)
H (4.327, 1.610, -3.197)
H (4.155, 1.850, -5.342)
N (0.627, 3.812, 2.314)
C (-0.623, 3.410, 2.700)
C (-0.976, 3.295, 4.032)
C (-2.268, 2.899, 4.410)
C (-3.237, 2.629, 3.481)
C (-2.916, 2.734, 2.110)
C (-3.839, 2.426, 1.083)
C (-3.455, 2.498, -0.223)
C (-2.127, 2.876, -0.520)
N (-1.244, 3.178, 0.399)
C (-1.617, 3.117, 1.708)
H (1.390, 3.608, 2.967)
H (0.821, 3.682, 1.333)
H (-0.227, 3.491, 4.788)
H (-2.488, 2.797, 5.467)
H (-4.229, 2.305, 3.771)
H (-4.839, 2.108, 1.356)
H (-4.125, 2.233, -1.031)
H (-1.785, 2.882, -1.554)
C (-2.914, -0.170, -6.142)
C (-3.353, 0.357, -4.778)
Sb (-2.406, -0.484, -2.983)
C (-3.570, -2.322, -2.894)
C (-4.338, -2.786, -4.125)
C (-0.612, -1.191, -3.953)
C (-0.652, -2.620, -4.472)
H (-3.421, 0.352, -6.962)
H (-3.126, -1.234, -6.251)
H (-1.841, -0.037, -6.290)
H (-4.433, 0.240, -4.643)
H (-3.157, 1.431, -4.718)
H (-4.259, -2.171, -2.058)
H (-2.868, -3.087, -2.560)
H (-4.998, -2.009, -4.521)
H (-4.964, -3.655, -3.894)
H (-3.664, -3.081, -4.930)
H (0.161, -1.091, -3.194)
H (-0.374, -0.478, -4.744)
H (-0.883, -3.313, -3.661)
H (0.319, -2.911, -4.888)
H (-1.398, -2.750, -5.260)

Output
**Charge**: -2
**Energy above the lowest of the compared OMol25 structures with the same formula, charge and spin**: 0.0 kcal/mol
**Gap between HOMO and LUMO**: 0.223 hartree
**E_HOMO**: -2.32 eV
**Total energy**: -73832.4475 eV
**F_max**: 0.22 eV/Å

***

# 4
This record from the OMol25 dataset describes a molecular structure, C38H41F5InN4O4PS. The level of theory is the ωB97M-V functional and the def2-TZVPD basis.

Positions of all 95 atoms, in Å:
In (-0.774, 0.177, -0.762)
C (-0.453, 3.184, 0.967)
C (0.629, 2.873, 0.136)
C (0.117, 2.525, -1.132)
C (-1.331, 2.629, -1.078)
C (-1.656, 3.028, 0.231)
C (-3.011, 3.346, 0.779)
C (-2.203, 2.744, -2.297)
C (0.906, 2.686, -2.398)
C (2.093, 2.973, 0.444)
C (-0.388, 3.749, 2.357)
H (-3.321, 2.658, 1.574)
H (-3.779, 3.299, 0.008)
H (-3.037, 4.355, 1.206)
H (-2.495, 1.801, -2.755)
H (-1.673, 3.296, -3.080)
H (-3.112, 3.302, -2.065)
H (0.478, 2.139, -3.233)
H (1.942, 2.369, -2.284)
H (0.923, 3.746, -2.690)
H (2.647, 3.391, -0.401)
H (2.550, 2.006, 0.666)
H (2.282, 3.622, 1.302)
H (-0.756, 3.070, 3.140)
H (-0.998, 4.654, 2.431)
H (0.632, 4.023, 2.630)
F (5.534, -3.449, 1.832)
C (4.433, -3.172, 1.101)
C (4.011, -1.867, 0.918)
F (4.710, -0.858, 1.472)
C (2.882, -1.603, 0.169)
F (2.558, -0.301, 0.007)
C (2.089, -2.596, -0.428)
S (0.676, -2.259, -1.344)
C (2.568, -3.905, -0.226)
F (1.912, -4.949, -0.758)
C (3.698, -4.191, 0.513)
F (4.098, -5.467, 0.679)
C (1.577, -0.924, 4.440)
N (1.394, 0.515, 4.266)
C (0.133, 0.901, 4.892)
N (-1.034, 0.158, 4.432)
C (-0.755, -1.265, 4.613)
N (0.465, -1.733, 3.963)
C (0.326, -1.671, 2.502)
P (0.008, 0.034, 1.859)
C (1.376, 0.851, 2.836)
C (-1.364, 0.444, 3.032)
H (1.704, -1.124, 5.510)
H (2.488, -1.228, 3.918)
H (-0.031, 1.970, 4.719)
H (0.227, 0.734, 5.971)
H (-1.601, -1.844, 4.235)
H (-0.652, -1.450, 5.689)
H (-0.530, -2.262, 2.192)
H (1.209, -2.100, 2.022)
H (1.292, 1.932, 2.728)
H (2.335, 0.555, 2.402)
H (-2.211, -0.173, 2.730)
H (-1.664, 1.488, 2.911)
C (-4.117, 0.356, -1.211)
C (-4.362, -0.918, -0.473)
C (-5.629, -1.474, -0.461)
C (-5.892, -2.698, 0.143)
C (-4.817, -3.381, 0.700)
C (-3.533, -2.863, 0.709)
C (-2.418, -3.713, 1.243)
C (-3.256, -1.551, 0.184)
N (-2.045, -1.001, 0.362)
H (-5.038, 0.752, -1.646)
H (-3.413, 0.181, -2.031)
H (-3.669, 1.116, -0.568)
H (-6.434, -0.934, -0.953)
H (-6.890, -3.121, 0.146)
H (-4.974, -4.371, 1.124)
H (-2.686, -4.770, 1.172)
H (-2.201, -3.515, 2.299)
H (-1.499, -3.532, 0.683)
O (-1.357, -0.071, -5.104)
C (-0.527, -0.034, -4.199)
O (-0.833, 0.052, -2.958)
C (0.944, -0.066, -4.592)
C (1.249, -0.141, -5.947)
C (2.563, -0.179, -6.415)
C (3.553, -0.138, -5.464)
O (4.921, -0.169, -5.642)
C (5.479, -0.076, -4.334)
O (4.431, -0.026, -3.388)
C (3.256, -0.053, -4.118)
C (1.972, -0.009, -3.647)
H (0.417, -0.180, -6.636)
H (2.793, -0.244, -7.470)
H (6.077, 0.842, -4.266)
H (6.098, -0.961, -4.146)
H (1.768, 0.048, -2.589)

Output
**Charge**: -2
**Energy above the lowest of the compared OMol25 structures with the same formula, charge and spin**: 42.0 kcal/mol
**Gap between HOMO and LUMO**: 0.178 hartree
**E_HOMO**: -0.75 eV
**Total energy**: -93107.0403 eV
**F_max**: 0.81 eV/Å

***

# 5
This record from the OMol25 dataset describes a molecular structure, C38H41N4O at a distorted geometry. The level of theory is the ωB97M-V functional and the def2-TZVPD basis.

Positions of all 84 atoms, in Å:
C (1.634, -6.400, 2.239)
N (0.995, -5.145, 1.909)
C (-0.271, -4.867, 2.335)
O (-0.985, -5.624, 2.988)
C (-0.616, -3.460, 1.850)
C (-0.917, -2.498, 3.002)
C (-2.152, -2.887, 3.780)
C (-2.074, -3.103, 5.158)
C (-3.192, -3.572, 5.853)
C (-4.402, -3.776, 5.176)
C (-4.491, -3.504, 3.805)
C (-3.368, -3.046, 3.108)
N (0.579, -3.073, 1.093)
C (0.626, -1.864, 0.495)
C (1.720, -1.372, -0.226)
C (1.874, -0.121, -0.806)
C (3.038, 0.253, -1.538)
C (3.130, 1.484, -2.256)
C (4.204, 1.759, -3.101)
C (5.251, 0.829, -3.235)
C (5.235, -0.351, -2.477)
C (4.170, -0.622, -1.622)
C (1.637, -4.113, 1.102)
C (2.922, -3.637, 1.793)
C (1.951, -4.684, -0.291)
H (0.944, -6.985, 2.851)
H (1.881, -6.969, 1.335)
H (2.559, -6.233, 2.803)
H (-1.488, -3.529, 1.171)
H (-0.042, -2.478, 3.673)
H (-1.043, -1.488, 2.582)
H (-1.121, -2.928, 5.663)
H (-3.110, -3.778, 6.922)
H (-5.274, -4.147, 5.717)
H (-5.429, -3.652, 3.268)
H (-3.415, -2.827, 2.038)
H (-0.286, -1.271, 0.607)
H (2.537, -2.085, -0.330)
H (0.997, 0.665, -0.782)
H (2.322, 2.206, -2.136)
H (4.218, 2.692, -3.673)
H (6.075, 1.019, -3.922)
H (6.046, -1.082, -2.557)
H (4.193, -1.535, -1.025)
H (2.704, -3.387, 2.840)
H (3.665, -4.444, 1.762)
H (3.342, -2.756, 1.299)
H (1.085, -5.252, -0.658)
H (2.188, -3.897, -1.010)
H (2.812, -5.361, -0.214)
C (-1.299, 6.978, -3.760)
C (-2.454, 6.202, -3.595)
C (-2.640, 5.470, -2.419)
C (-1.653, 5.455, -1.427)
C (-1.777, 4.574, -0.206)
N (-0.668, 3.632, -0.030)
C (0.268, 3.739, 1.064)
C (1.169, 2.530, 0.852)
N (0.607, 1.847, -0.293)
C (-0.438, 2.522, -0.749)
C (-1.308, 2.192, -1.892)
C (-2.662, 1.907, -1.652)
C (-3.524, 1.728, -2.730)
C (-3.029, 1.814, -4.036)
C (-1.675, 2.070, -4.269)
C (-0.800, 2.245, -3.196)
C (-0.536, 6.282, -1.564)
C (-0.346, 7.029, -2.732)
H (-1.144, 7.549, -4.680)
H (-3.218, 6.178, -4.379)
H (-3.553, 4.892, -2.266)
H (-1.773, 5.202, 0.691)
H (-2.722, 4.026, -0.247)
H (0.823, 4.685, 1.002)
H (-0.260, 3.717, 2.028)
H (2.199, 2.851, 0.640)
H (1.180, 1.898, 1.750)
H (-3.026, 1.840, -0.627)
H (-4.582, 1.544, -2.544)
H (-3.708, 1.681, -4.883)
H (-1.292, 2.151, -5.287)
H (0.258, 2.465, -3.344)
H (0.184, 6.343, -0.745)
H (0.544, 7.657, -2.833)

Output
**Charge**: +1
**Energy above the lowest of the compared OMol25 structures with the same formula, charge and spin**: 12.6 kcal/mol
**Gap between HOMO and LUMO**: 0.261 hartree
**E_HOMO**: -10.96 eV
**Total energy**: -48072.3404 eV
**F_max**: 4.30 eV/Å

***

> Which of these has the highest E_HOMO?

C38H41F5InN4O4PS

***

> Which value of gap between HOMO and LUMO does entry 2 give?

0.212 hartree